66
Properties=species:S:1:pos:R:3 method="wB97M-V/def2-TZVPD" total_charge=-2 e_tot_ev=-199760.114 largest_force_ev_per_a=0.57 e_above_lowest_kcal_mol=17.3 homo_lumo_gap_ev=6.101
H 0.3405 -4.1783 0.5959
C -2.1800 4.3249 -1.2186
C -3.4179 0.9145 3.3405
H 1.9628 -0.4649 1.9419
O 3.0474 -3.1101 -1.8339
C 0.0090 0.3361 -4.2133
H 3.1106 0.7823 -2.9645
C 2.2036 0.2872 -3.2901
C -3.1589 3.8572 -2.0817
H -3.7574 4.5538 -2.6574
C 0.9508 -1.7924 -3.4648
O 1.5056 -4.7204 -4.1201
O 4.6108 -1.8402 -3.2688
O 3.8193 -0.8931 -1.1625
Br 1.0741 -3.8003 5.5507
C 1.7154 3.0688 2.8621
H -2.0049 5.3898 -1.1183
H 0.3164 -5.0084 2.9555
H -1.2736 -1.7150 1.5023
C 0.6059 2.4238 2.3292
H -4.0370 1.6544 3.8351
C -1.6131 2.0583 -0.6038
C 0.6701 -4.0110 2.7248
P -0.6325 0.7824 0.2757
C 2.9263 3.0441 2.1818
As 0.5227 -3.7392 -3.2719
C 3.0270 2.3671 0.9735
C 2.1048 -1.0969 -3.0788
C -1.8603 -0.9786 2.0362
C 1.5821 -1.9063 3.4682
O -1.0852 -3.6864 -4.1155
C 1.1126 -3.1767 3.7390
H -0.8269 0.8855 -4.6327
Pd 1.1401 -1.7861 -0.7783
O 0.0845 -3.9956 -1.7021
C 0.6853 -3.5531 1.4153
C -2.5874 1.2932 2.2949
H -1.0006 -1.5318 -4.3083
H -1.6506 -4.2292 -3.5534
H 3.7974 3.5317 2.6043
C -3.4594 -0.4150 3.7451
C 0.6949 1.7552 1.1104
H -4.1083 2.1116 -2.9025
H -0.3228 2.4220 2.8861
H 1.6383 3.5761 3.8171
C 1.5896 -1.4567 2.1515
H -2.7208 -2.4011 3.3845
H 1.9989 1.1361 -0.4680
H -0.6383 3.8038 0.1770
C 1.1734 1.0056 -3.8462
C -0.0906 -1.0254 -4.0290
C -1.7828 0.3542 1.6495
H -4.1013 -0.7140 4.5658
H -2.7141 0.5271 -1.6148
C 1.1386 -2.2650 1.1105
C 1.9183 1.7254 0.4406
S 3.5584 -1.8014 -2.2734
H 1.2579 2.0784 -3.9792
C -2.5893 1.5962 -1.4855
H 3.9756 2.3059 0.4547
C -1.4103 3.4278 -0.4843
H 1.9322 -1.2686 4.2706
C -3.3586 2.4873 -2.2162
N -0.1531 -0.2747 -0.7072
H -2.5776 2.3284 1.9696
C -2.6874 -1.3604 3.0854

=====

73
Properties=species:S:1:pos:R:3 method="wB97M-V/def2-TZVPD" e_tot_ev=-150152.453 largest_force_ev_per_a=0.91 s_squared=0.75 e_above_lowest_kcal_mol=6.4 homo_lumo_gap_ev="7.635 / 7.643" multiplicity=2
H 1.5837 -5.3615 -2.4356
Cl -4.9316 -5.3170 -1.8916
H -0.5553 0.0996 2.9592
H -0.2450 -2.2338 2.3938
N -2.5212 3.1158 1.7493
C -0.4213 4.1492 -2.8322
C 1.5792 -3.7185 -1.0579
Cl 2.1770 -0.3766 3.0762
C -2.9740 2.3678 2.9258
H -0.6171 5.1206 -3.2682
C -1.3720 0.6728 2.5254
N 0.0779 1.6606 -1.7161
O -0.4135 -4.3238 -0.0174
N -1.7986 -0.2763 -1.6784
H -2.1873 -4.8010 -1.6916
C 2.5005 -0.0414 0.3986
H -3.7748 1.6880 2.6305
H -1.8210 4.7167 2.9001
C 5.3024 0.3911 0.6861
Cl 5.1968 0.2256 3.3773
N -0.3099 3.2750 2.7506
H -2.3429 3.2777 -3.3481
C 0.0847 -3.6156 -0.9143
H -1.1834 3.2153 4.6528
O -0.6361 -2.0970 1.5226
C -2.1645 0.8430 -2.3328
H 1.0200 1.7675 2.1804
Ce 0.2212 -0.7207 -0.4615
C 3.5577 -4.8209 -1.7427
O -3.2004 1.0855 -2.9369
H 1.9353 2.3849 -1.1936
Cl 5.7074 0.4659 -1.9950
C 0.1882 2.3266 1.7598
Cl 6.9871 0.6872 0.8621
H -1.6253 2.7411 -0.0829
C -4.0667 -3.8160 -1.8238
C -1.9856 2.1763 0.7726
H -4.5228 -0.4725 -1.8722
C 3.5738 -2.9814 -0.2252
H 4.0749 -5.5808 -2.3151
C -4.0017 -1.4146 -1.8167
H 4.0933 -2.2733 0.4111
H 0.0150 1.9477 4.3352
H -2.1618 -0.0121 2.2183
C 4.2669 -3.9572 -0.9154
C 0.7911 3.8874 -2.2097
C 4.7342 0.3142 -0.5812
C -1.4360 4.0095 2.1643
H -0.7422 -3.0013 1.1325
N 2.2467 -2.8503 -0.3006
C -0.8094 2.5172 3.9034
N -0.5168 -2.6970 -1.6773
C -1.9508 -2.6693 -1.6754
C -2.6896 -3.8456 -1.7293
H -2.7720 1.4956 0.4428
C -4.7244 -2.5913 -1.8572
N -0.8581 1.3698 1.3131
N -1.8867 1.5932 3.5309
Cl -6.4514 -2.4983 -1.9573
C 3.1272 -0.0267 1.6306
C -2.6105 -1.4323 -1.7307
H -1.0827 4.5672 1.2947
Cl 2.6689 -0.1689 -2.2719
C 0.9966 2.6310 -1.6762
C 4.4943 0.1955 1.8076
C -1.3756 3.1497 -2.8834
C 3.3661 0.0917 -0.6645
C 2.1831 -4.7056 -1.8170
H 1.5701 4.6346 -2.1434
C -1.0942 1.9224 -2.3047
H 0.5369 2.8778 0.8873
H 5.3412 -4.0292 -0.8133
H -3.3653 3.0692 3.6633

=====

66
Properties=species:S:1:pos:R:3 method="wB97M-V/def2-TZVPD" total_charge=-1 e_tot_ev=-122147.146 largest_force_ev_per_a=1.33 s_squared=2.01 e_above_lowest_kcal_mol=11.5 homo_lumo_gap_ev="7.882 / 8.600" multiplicity=3
H -3.2134 4.8100 -0.9747
C -4.9185 -1.0392 -2.3657
C -4.3539 -1.3926 -1.1507
H -0.5992 4.2262 2.3516
H 0.9863 1.1934 -5.5535
H -5.8714 -1.4551 -2.6647
H -2.6588 2.5758 -1.7891
H 1.0672 0.3139 6.1345
H -2.6411 -1.1969 0.1366
O -0.2830 -2.9304 0.5751
Cl 1.1218 -2.3026 -4.7045
H -2.5143 1.0274 -3.5096
Cl 3.4513 -1.4829 -3.2278
H 1.4776 2.1047 -0.7400
H 0.9873 1.0235 4.5055
O -0.1927 -1.5369 -2.3047
H -0.2653 -1.6988 5.1609
C 3.7669 -1.9327 3.1091
C -3.1183 -0.8894 -0.7883
C -4.2482 -0.1623 -3.1997
C -2.4319 -0.0143 -1.6269
N -0.8877 -0.7267 2.2781
H -2.1998 5.6583 1.1200
C 2.8030 -1.2294 2.4034
C 0.2737 1.1725 -2.2422
H 3.1366 2.9784 -2.3206
H 4.5453 -1.4047 3.6400
H -1.1556 -0.1639 5.3242
C 1.9059 -2.3278 -3.1340
C 2.7001 -3.9487 2.4080
C -1.0555 3.8789 1.4352
H -4.6834 0.1193 -4.1498
H 2.6059 -5.0224 2.3515
C 2.1649 2.1482 -4.0444
H -4.8740 -2.0762 -0.4949
C -0.3290 -0.6630 4.8069
P -0.8072 0.4836 -0.9395
C 1.7587 -3.1651 1.7502
C -1.9492 4.6733 0.7486
C -2.1905 2.9327 -0.8839
C -2.5127 4.1961 -0.4237
H -0.6414 0.2760 -3.9657
C 3.7152 -3.3194 3.1086
C -1.2687 2.1298 -0.2165
H 2.1086 -3.3714 -2.8762
C 0.9804 0.0919 5.0726
C 0.5538 -3.7717 0.9898
C 0.9964 -1.6693 -2.0358
O 1.6122 -1.3664 -1.0029
O 1.0000 0.9557 1.1175
C 0.1515 0.9107 -3.6038
Ni 0.2665 -0.9089 0.5934
C 2.2952 2.4086 -2.6897
O 0.5048 -4.9929 0.8876
N 1.8196 -1.8404 1.7646
H 2.9080 2.5037 -4.7459
C 1.3536 1.9323 -1.7979
H 2.7988 -0.1476 2.3547
C -3.0156 0.3526 -2.8326
C 0.3791 1.8775 1.7246
H 4.4600 -3.8901 3.6500
H 1.8367 -0.5048 4.7670
C -0.6911 2.6263 0.9517
O 0.6324 2.2556 2.8729
C -0.6422 -0.6964 3.4017
C 1.0882 1.4043 -4.4963

=====

64
Properties=species:S:1:pos:R:3 method="wB97M-V/def2-TZVPD" total_charge=-2 e_tot_ev=-144193.164 largest_force_ev_per_a=1.20 e_above_lowest_kcal_mol=15.5 homo_lumo_gap_ev="5.758 / 5.759"
H 5.7595 -1.7806 -4.3504
C 0.1999 -0.5414 4.3916
C 4.5776 0.6228 -2.2617
C -3.7079 -3.8202 -1.5879
C -2.8094 -2.8462 -1.1722
H -0.3701 3.0992 2.2401
C 6.7832 1.1859 -3.1173
H 3.8193 -1.2549 -2.9875
C 4.6434 -0.5614 -3.0122
C -4.8259 -3.6827 0.5282
H -2.0239 -2.5451 -1.8570
S 1.3010 -0.4750 -3.2232
S 3.0419 -2.1722 -0.4690
H -0.6640 -0.1725 6.3265
N 3.5584 2.1751 -0.9283
C -1.3427 -0.7030 2.5314
H -3.9963 -2.3347 1.9512
C -0.8533 -0.3215 5.2695
C 0.5766 1.7764 0.9173
C -2.1525 -0.3040 4.7846
C 6.8369 0.0117 -3.8542
C -0.0441 -0.7383 3.0407
H -0.1383 1.0013 1.1032
C -3.7499 3.0768 -1.0341
Sb 0.7923 -3.0380 -0.6269
H -2.9870 -0.1452 5.4588
H -3.5902 -4.2585 -2.5712
C -2.7839 2.4197 -1.7845
H 1.3266 4.9591 1.7822
C 0.0665 -0.9318 -0.3826
C 5.6812 1.4927 -2.3345
C 5.7522 -0.8537 -3.7880
C 1.4188 3.9898 1.3060
H 7.6146 1.8833 -3.1450
H -1.4091 0.7841 -1.8886
C -2.8884 -2.2928 0.1033
C -4.7229 -4.2384 -0.7424
C -2.3890 -0.4913 3.4276
H -5.6086 -4.0095 1.2039
H 1.2187 -0.5709 4.7588
H 5.6560 2.4087 -1.7669
H 3.2012 4.4502 0.2241
H -3.7591 1.0779 1.6850
N 3.4580 0.9287 -1.4667
S 0.4269 -4.2094 -2.5189
C 2.5516 2.4365 -0.1670
H 0.7820 -0.9420 2.3700
W 1.7019 -0.3095 -1.0891
H -4.8459 3.0768 0.8149
C -2.1679 1.2776 -1.2898
N 1.5803 1.4478 0.0262
H 7.7008 -0.2264 -4.4640
H -2.4962 2.7977 -2.7586
C -3.4723 1.4325 0.7000
C -4.0949 2.5757 0.2141
C -3.9143 -2.7251 0.9431
C 0.4553 2.9582 1.5561
H -3.4170 -0.4766 3.0812
H -5.4224 -5.0023 -1.0623
C -2.4951 0.7624 -0.0336
H -4.2278 3.9721 -1.4148
S 0.0612 -3.9245 1.3410
Ge -1.6081 -0.9071 0.6042
C 2.4349 3.7261 0.4654

=====

65
Properties=species:S:1:pos:R:3 method="wB97M-V/def2-TZVPD" total_charge=+1 e_tot_ev=-51634.654 largest_force_ev_per_a=0.23 e_above_lowest_kcal_mol=31.4 homo_lumo_gap_ev="6.302 / 6.303"
C -1.6717 5.5252 -1.4062
C 3.0203 2.0024 -1.1754
C -2.6704 -2.2313 -2.9436
H -2.4177 -2.3987 -3.9860
C 0.3276 -0.4237 1.4124
C 0.4516 -3.5722 -1.3568
C 0.4812 -2.8947 0.9304
C -3.6402 -2.9579 -0.8927
H 0.2943 -1.9291 -2.7460
N 0.3241 -1.2678 -0.8040
O 2.3972 4.2841 -1.2116
H 2.0755 -5.5673 1.6282
O -2.9994 0.9333 0.3776
C -2.8444 4.7931 -1.2266
H 0.4624 5.4369 -1.6352
H -3.7965 5.3021 -1.1609
H 0.4755 -4.3303 -2.1286
C 4.7652 -0.0793 -1.0034
O -0.0226 -0.7788 5.4429
H 6.3281 1.3957 -1.0023
C -2.8080 3.4148 -1.1387
C -3.3292 -3.2145 -2.2190
H 2.9688 -1.2663 -1.0209
H -4.1608 -3.6925 -0.2921
C 0.0481 0.6331 3.5413
C 4.3724 2.2742 -1.1266
C -0.1029 0.5671 5.0338
Rh 0.4452 0.7971 -1.1534
H -1.7103 6.6035 -1.4780
H 0.0760 2.8225 0.9575
H -0.1546 2.7793 3.4240
N 2.5417 0.7478 -1.1272
C -0.4513 4.8818 -1.4971
C -0.4111 3.4898 -1.4090
C -2.3877 0.5757 -0.6100
N 0.7442 2.6855 -1.4925
C 0.3916 -1.5840 0.5018
C 0.3572 -2.2404 -1.7129
H -3.5985 -4.1494 -2.6913
C 5.2625 1.2153 -1.0392
C 0.1359 1.8957 1.5132
C -2.6385 -0.8079 -1.1726
C 2.0160 3.1360 -1.2926
H 5.4230 -0.9345 -0.9449
H 1.0338 -5.9699 -0.3304
C 0.5042 -3.9153 -0.0120
H -3.7215 2.8535 -1.0027
N 0.3213 0.7794 0.8053
H -0.1321 -0.8304 6.3971
H 0.5378 -3.1426 1.9803
C 0.2083 -0.5202 2.7845
H -1.0657 1.0162 5.3022
H 0.6860 1.1762 5.4893
N -1.4615 1.3459 -1.2902
H 4.6880 3.3073 -1.1614
H -3.5509 -1.4456 0.6515
O 1.1171 -5.5266 1.7072
H 0.2102 -1.4808 3.2759
C 0.0007 1.8547 2.8844
C -3.2982 -1.7252 -0.3615
N -2.3111 -1.0550 -2.4392
C 0.5430 -5.3586 0.4314
H -0.4881 -5.7123 0.5096
C -1.5878 2.7497 -1.2381
C 3.3968 -0.2717 -1.0482

=====

66
Properties=species:S:1:pos:R:3 method="wB97M-V/def2-TZVPD" total_charge=-1 e_tot_ev=-116902.898 largest_force_ev_per_a=1.07 e_above_lowest_kcal_mol=7.1 homo_lumo_gap_ev=6.103
C -2.1682 -2.7663 1.2230
H -0.5991 2.4624 -1.5952
C -1.6344 -5.0695 0.8492
C -3.2190 -0.6170 5.7298
O 5.3270 0.6824 1.1686
N 0.5385 -0.6414 0.4760
H -2.2268 -3.3210 -1.9813
C 3.8805 1.6121 -3.2912
C -2.7192 -1.6956 3.4521
H 4.1771 3.6377 -2.6912
H -1.3764 -6.0541 1.2181
H 0.6401 -1.3562 -4.5111
H 3.3067 -0.4095 -3.8396
N -2.2974 -0.4040 1.4994
C -1.8333 -4.0198 1.7299
H 0.4064 1.1244 1.5227
H -1.8449 3.2491 3.0844
C 1.3226 1.9013 -2.2966
H -1.6396 -5.6348 -1.2329
C -2.4856 0.7148 2.2037
H -0.3250 -1.9405 -3.1462
C 0.6172 -1.4732 -3.4226
C -2.7648 0.6822 3.5649
H -2.5378 5.1394 -0.7066
N -2.2785 -2.5431 -0.0918
C -2.4062 -1.5899 2.1013
C 1.0871 0.4569 1.0068
N 0.6762 -0.1968 -2.7695
C -2.7715 3.0059 -0.5862
C 2.7164 -1.2927 -0.2698
C -0.4625 0.4407 -2.2140
C 2.4394 0.7354 0.9483
C -2.4792 4.2629 -0.0746
N -2.7059 1.8919 0.1355
C -2.1000 3.2087 2.0337
N 5.3956 -0.3122 -0.8612
Pd -1.3710 -0.2460 -0.5696
Se -2.2326 0.1192 -2.8846
H -1.8797 5.3178 1.7020
N 0.0109 1.7416 -1.9196
H 0.8901 -2.4102 -0.5024
C -2.4164 1.9890 1.4374
C -2.0975 -3.5559 -0.9280
H -2.8526 -2.6462 3.9514
C 3.2804 -0.1470 0.2853
H -3.0660 2.8676 -1.6232
H 4.8812 1.5251 -3.6970
H 2.8510 1.6182 1.4176
C 2.1830 2.9781 -2.2262
H 1.8671 3.9263 -1.8104
C -2.1187 4.3577 1.2622
H -2.9153 1.5804 4.1487
H 4.8734 -0.4909 -1.7026
H 6.3631 -0.0584 -0.9542
C -1.7753 -4.8396 -0.5118
O -3.2863 0.4912 6.2892
H 1.4524 -2.1043 -3.1053
C 3.0081 0.5194 -3.3665
H -1.7177 -4.1632 2.7956
C -2.8820 -0.5428 4.2015
C 3.4792 2.8108 -2.7282
H 3.3313 -2.0318 -0.7669
O -3.3562 -1.7733 6.1650
C 1.7358 0.6738 -2.8498
C 1.3578 -1.5050 -0.1309
C 4.7474 0.1280 0.2555

=====

68
Properties=species:S:1:pos:R:3 method="wB97M-V/def2-TZVPD" total_charge=+2 e_tot_ev=-259404.312 largest_force_ev_per_a=0.58 e_above_lowest_kcal_mol=5.5 homo_lumo_gap_ev=5.510
H -3.4086 0.2684 -3.8811
N 0.1186 -1.8275 1.5757
N -3.8602 -2.5101 5.2980
C -2.9916 -1.1630 3.4186
C 0.7779 -2.3111 -3.5828
H -1.2665 1.4475 -3.4634
C 0.3725 -3.8515 3.4776
H 1.0553 -1.9489 -4.5644
C 0.7694 2.2306 -1.8497
N -1.9950 -0.5191 -0.9389
H 0.6528 2.7451 -2.8076
C -0.2307 5.1225 0.3330
C -0.7543 -3.0300 3.4612
Se 0.7423 0.6528 2.6975
C -3.2662 -0.2658 -2.9509
C -2.8644 0.8020 1.5450
H -4.9248 -1.6064 -3.2225
C 0.1803 -4.0341 -2.0715
Se 2.4950 -0.0642 -0.0373
C 0.0193 -3.0683 -1.1050
H -4.4536 -2.8002 -1.0648
C -4.0271 -0.2332 3.3513
N 0.0665 0.9336 -1.8875
N 0.2716 -1.7589 -1.3043
Te 2.6868 2.2700 2.8093
H -1.1543 4.9021 2.2673
C 0.8010 0.0556 -2.8325
W -0.0358 -0.0086 0.2347
H -2.7939 1.5574 0.7751
H -1.6732 2.1083 -1.8847
C -0.8347 -2.0138 2.5132
C -3.8469 -1.9668 -1.3902
H 0.5033 0.2869 -3.8572
H 1.8272 2.0474 -1.6825
H -4.8568 -0.3030 4.0433
C -0.7561 3.0270 1.3418
N -1.9570 -4.0743 5.3482
C -3.9656 0.7513 2.3876
H 1.9705 -2.4059 0.8899
H -1.1093 2.4601 2.1871
C -1.3033 1.2192 -2.3968
C 1.3653 -3.6209 2.5516
C 0.5985 -1.3983 -2.5565
C -2.9448 -2.2540 4.3772
C -2.2315 0.0892 -2.1042
Se 3.3184 2.0908 0.3752
N -0.2765 2.3224 0.3032
C 0.2240 3.0316 -0.7233
H -4.7546 1.4829 2.2843
H -0.0295 -5.0655 -1.8255
H 0.6895 4.9178 -1.6020
C -0.7583 4.4066 1.3923
H 1.8639 0.2711 -2.7310
H 0.7429 -4.3892 -4.1239
C 0.2620 4.4117 -0.7466
H 2.2710 -4.2103 2.5393
H -0.2045 6.2040 0.3458
S -3.3396 -3.7911 6.1168
C -1.8533 -3.1527 4.4043
H -2.5628 -2.0651 0.3105
C -1.9272 -1.0512 2.5256
H -0.3359 -3.3563 -0.1303
C 1.2011 -2.6058 1.6198
H 0.4521 -4.6342 4.2210
C -2.7886 -1.5497 -0.6137
N -1.8506 -0.0565 1.6224
C 0.5940 -3.6578 -3.3412
C -4.1024 -1.3074 -2.5864